Entry 1:
12 unconnected molecules or ions with the total composition C48H96O36. Source: OMol25; level of theory: ωB97M-V/def2-TZVPD.

XYZ file:
```
180
Properties=species:S:1:pos:R:3:lowdin_charge:R:1
C 6.06 -2.37 3.68 -0.053
C 6.17 -1.64 5.03 -0.217
O 4.98 -0.87 5.20 0.003
C 4.42 -0.74 6.43 -0.509
O 4.81 -1.28 7.45 0.119
O 3.28 0.05 6.24 -0.020
C 2.43 0.20 7.40 -0.060
H 6.07 -1.56 2.96 0.075
H 5.07 -2.84 3.71 0.079
H 6.78 -3.18 3.53 0.078
H 7.05 -1.02 5.19 0.126
H 6.15 -2.40 5.81 0.113
H 1.68 0.96 7.16 0.085
H 2.87 0.51 8.35 0.092
H 1.78 -0.64 7.62 0.089
C 3.22 -3.49 -1.37 -0.069
C 2.39 -2.65 -2.31 -0.243
O 1.20 -2.19 -1.77 0.051
C 0.35 -1.41 -2.44 -0.530
O 0.45 -1.09 -3.67 0.066
O -0.69 -1.24 -1.65 0.025
C -1.92 -1.06 -2.29 -0.075
H 2.64 -4.24 -0.84 0.077
H 3.77 -2.97 -0.59 0.074
H 3.91 -4.07 -1.97 0.081
H 2.16 -3.30 -3.15 0.124
H 3.07 -1.87 -2.66 0.130
H -2.47 -1.98 -2.47 0.099
H -1.90 -0.58 -3.26 0.091
H -2.55 -0.37 -1.73 0.095
C 8.95 -8.63 -5.55 -0.063
C 8.19 -9.77 -6.19 -0.237
O 6.95 -9.51 -6.85 0.010
C 5.88 -8.97 -6.15 -0.532
O 5.84 -8.68 -4.95 0.090
O 4.95 -8.74 -7.03 0.017
C 3.71 -8.38 -6.56 -0.067
H 8.40 -8.27 -4.68 0.071
H 9.11 -7.89 -6.33 0.083
H 9.90 -9.06 -5.24 0.080
H 8.01 -10.61 -5.52 0.123
H 8.78 -10.23 -6.98 0.121
H 3.78 -7.41 -6.07 0.102
H 3.37 -9.03 -5.76 0.099
H 2.99 -8.46 -7.38 0.104
C 0.24 -14.04 3.73 -0.057
C 1.24 -14.20 2.52 -0.151
O 2.36 -13.28 2.77 0.019
C 3.57 -13.66 3.17 -0.611
O 3.91 -14.81 3.35 0.109
O 4.30 -12.57 3.28 0.009
C 5.65 -12.73 3.71 -0.036
H -0.47 -13.23 3.55 0.067
H 0.74 -13.92 4.69 0.076
H -0.32 -14.97 3.89 0.066
H 0.79 -13.95 1.56 0.113
H 1.41 -15.27 2.43 0.111
H 5.66 -13.32 4.63 0.091
H 6.14 -11.78 3.92 0.097
H 6.15 -13.46 3.08 0.096
C 2.49 -9.36 -1.34 -0.070
C 1.06 -8.88 -1.32 -0.215
O 0.72 -8.45 -2.65 -0.016
C 0.27 -7.12 -2.81 -0.455
O -0.09 -6.37 -1.91 0.104
O 0.04 -6.95 -4.18 -0.047
C -0.68 -5.84 -4.71 -0.046
H 2.65 -10.29 -1.88 0.074
H 2.91 -9.67 -0.38 0.073
H 3.18 -8.61 -1.72 0.081
H 0.99 -8.06 -0.61 0.116
H 0.31 -9.66 -1.17 0.127
H -0.44 -5.90 -5.77 0.097
H -0.46 -4.85 -4.31 0.085
H -1.73 -6.00 -4.45 0.096
C 22.90 -2.41 8.49 -0.089
C 21.46 -2.02 8.42 -0.204
O 20.73 -2.73 7.34 0.009
C 20.40 -4.06 7.52 -0.513
O 20.87 -4.82 8.43 0.051
O 19.51 -4.39 6.61 0.001
C 18.79 -5.61 6.78 -0.023
H 22.94 -3.38 8.98 0.072
H 23.32 -1.63 9.14 0.081
H 23.48 -2.48 7.58 0.085
H 21.33 -0.96 8.23 0.117
H 21.09 -2.14 9.44 0.122
H 19.59 -6.34 6.92 0.095
H 18.26 -5.86 5.86 0.093
H 18.07 -5.59 7.60 0.101
C 13.26 -17.96 7.28 -0.076
C 12.70 -16.56 7.43 -0.231
O 12.35 -15.88 6.25 0.048
C 13.33 -15.50 5.43 -0.531
O 14.53 -15.70 5.62 0.098
O 12.75 -14.94 4.33 -0.020
C 13.42 -14.70 3.13 -0.057
H 13.33 -18.47 8.24 0.080
H 14.29 -17.94 6.90 0.071
H 12.66 -18.55 6.59 0.083
H 13.42 -16.02 8.05 0.126
H 11.79 -16.67 8.02 0.123
H 14.19 -13.94 3.28 0.099
H 12.82 -14.50 2.24 0.096
H 13.87 -15.66 2.88 0.094
C 15.70 -11.27 -2.61 -0.057
C 15.32 -12.55 -3.31 -0.291
O 15.04 -13.50 -2.38 -0.004
C 14.62 -14.80 -2.79 -0.493
O 14.50 -15.25 -3.91 0.128
O 14.31 -15.42 -1.65 -0.014
C 14.18 -16.88 -1.57 -0.014
H 15.30 -10.44 -3.20 0.074
H 16.77 -11.10 -2.52 0.071
H 15.39 -11.13 -1.57 0.078
H 16.11 -12.91 -3.97 0.127
H 14.45 -12.43 -3.96 0.125
H 13.71 -17.34 -2.44 0.091
H 13.51 -17.15 -0.75 0.085
H 15.13 -17.33 -1.31 0.093
C 7.11 -14.10 -1.45 -0.074
C 8.46 -14.24 -2.01 -0.244
O 8.57 -15.51 -2.69 0.036
C 8.28 -15.61 -4.00 -0.611
O 8.08 -14.64 -4.75 0.076
O 8.26 -16.84 -4.29 0.032
C 8.03 -17.30 -5.59 -0.028
H 7.11 -13.12 -0.98 0.085
H 6.91 -14.95 -0.78 0.091
H 6.47 -14.02 -2.33 0.086
H 9.19 -14.05 -1.23 0.125
H 8.62 -13.44 -2.73 0.117
H 8.86 -16.99 -6.23 0.107
H 7.06 -17.00 -5.99 0.103
H 8.00 -18.38 -5.42 0.100
C 22.13 -10.74 3.16 -0.066
C 20.61 -10.81 2.94 -0.189
O 19.98 -10.53 4.23 0.008
C 18.72 -10.93 4.52 -0.530
O 18.01 -11.54 3.72 0.085
O 18.38 -10.59 5.78 -0.005
C 17.09 -10.87 6.35 -0.040
H 22.54 -11.52 3.80 0.075
H 22.33 -9.80 3.65 0.077
H 22.64 -10.82 2.20 0.076
H 20.24 -11.75 2.52 0.121
H 20.35 -9.99 2.27 0.121
H 16.50 -9.97 6.54 0.091
H 17.14 -11.45 7.27 0.091
H 16.51 -11.55 5.73 0.086
C 8.10 -7.56 0.65 -0.056
C 8.86 -8.70 1.35 -0.210
O 10.10 -8.16 1.81 0.022
C 11.17 -9.00 1.74 -0.589
O 11.29 -10.14 1.35 0.120
O 12.15 -8.37 2.34 0.004
C 13.36 -9.03 2.67 -0.037
H 7.73 -6.82 1.35 0.073
H 7.30 -8.13 0.18 0.073
H 8.66 -7.03 -0.11 0.082
H 9.05 -9.51 0.65 0.114
H 8.33 -9.15 2.19 0.122
H 13.78 -9.51 1.79 0.092
H 13.23 -9.92 3.28 0.093
H 14.02 -8.32 3.17 0.097
C 12.51 -1.94 3.41 -0.048
C 12.03 -2.64 2.10 -0.209
O 11.24 -1.74 1.30 0.032
C 10.40 -2.20 0.36 -0.673
O 10.30 -3.38 0.05 0.102
O 9.73 -1.25 -0.08 0.047
C 8.81 -1.32 -1.20 0.011
H 11.71 -1.87 4.15 0.073
H 12.89 -1.03 2.95 0.073
H 13.37 -2.45 3.85 0.070
H 11.53 -3.58 2.34 0.113
H 12.85 -3.07 1.52 0.119
H 8.25 -0.38 -1.16 0.095
H 8.14 -2.18 -1.17 0.096
H 9.33 -1.35 -2.16 0.098
```

Computed properties:
orbital gap	10.66	eV
energy	-125037.975	eV
largest force on an atom	5.7	eV/A
structure (SMILES)	CCOC(=O)OC.CCOC(=O)OC.CCOC(=O)OC.CCOC(=O)OC.CCOC(=O)OC.CCOC(=O)OC.CCOC(=O)OC.CCOC(=O)OC.CCOC(=O)OC.CCOC(=O)OC.CCOC(=O)OC.CCOC(=O)OC
HOMO level	-10.46	eV
LUMO level	0.20	eV

---

Entry 2:
16 unconnected molecules or ions with the total composition C48H96O48. Source: OMol25; level of theory: ωB97M-V/def2-TZVPD.

XYZ file:
```
192
Properties=species:S:1:pos:R:3:lowdin_charge:R:1
C 4.91 7.54 -7.24 -0.015
O 4.37 7.01 -8.48 0.001
C 3.26 6.29 -8.42 -0.590
O 2.76 5.71 -7.45 0.096
O 2.74 6.23 -9.65 0.000
C 1.50 5.59 -9.87 -0.062
H 5.90 7.85 -7.57 0.092
H 5.09 6.77 -6.49 0.093
H 4.31 8.36 -6.83 0.100
H 1.33 4.57 -9.54 0.094
H 1.30 5.48 -10.93 0.092
H 0.73 6.23 -9.45 0.098
C 3.06 5.36 9.62 -0.033
O 2.57 6.47 10.41 0.020
C 3.26 7.60 10.45 -0.561
O 4.33 7.81 9.88 0.090
O 2.63 8.51 11.21 0.008
C 3.26 9.59 11.74 -0.089
H 3.97 5.47 9.03 0.093
H 2.28 4.98 8.96 0.089
H 3.24 4.51 10.27 0.089
H 3.18 10.46 11.08 0.096
H 4.34 9.45 11.82 0.098
H 2.85 9.93 12.69 0.098
C -3.97 4.23 10.23 -0.003
O -3.79 5.52 9.53 -0.004
C -3.38 5.57 8.26 -0.579
O -3.29 4.61 7.49 0.101
O -3.05 6.85 8.02 -0.007
C -2.98 7.36 6.71 -0.060
H -3.14 3.53 10.09 0.093
H -4.89 3.71 9.96 0.088
H -4.10 4.48 11.28 0.088
H -3.86 7.23 6.07 0.099
H -2.18 6.89 6.13 0.090
H -2.68 8.40 6.78 0.095
C 1.30 -0.60 -2.95 -0.088
O 1.14 -0.37 -1.61 -0.013
C 0.04 -0.82 -0.97 -0.587
O -0.96 -1.32 -1.46 0.115
O 0.19 -0.43 0.27 0.005
C -0.88 -0.54 1.21 -0.023
H 0.56 0.03 -3.45 0.102
H 1.32 -1.67 -3.16 0.105
H 2.22 -0.18 -3.34 0.094
H -0.67 0.01 2.12 0.092
H -1.05 -1.58 1.49 0.099
H -1.76 -0.06 0.77 0.099
C -7.97 4.00 1.59 -0.050
O -7.89 4.63 2.85 0.005
C -8.97 4.72 3.64 -0.511
O -10.11 4.25 3.45 0.091
O -8.57 5.27 4.83 -0.027
C -9.34 5.27 5.98 -0.084
H -8.68 3.17 1.51 0.100
H -6.98 3.72 1.23 0.092
H -8.22 4.73 0.82 0.093
H -9.36 4.28 6.43 0.098
H -10.26 5.83 5.88 0.104
H -8.75 5.68 6.80 0.089
C -7.26 -1.01 4.74 -0.012
O -6.79 -1.67 3.55 0.018
C -7.50 -1.90 2.50 -0.564
O -8.75 -1.78 2.40 0.071
O -6.66 -2.33 1.51 -0.020
C -7.05 -2.55 0.18 -0.058
H -7.43 0.07 4.71 0.101
H -6.51 -1.22 5.50 0.088
H -8.03 -1.57 5.27 0.095
H -8.06 -2.21 -0.06 0.094
H -6.98 -3.64 0.07 0.096
H -6.37 -2.07 -0.52 0.092
C -9.56 -1.85 -9.88 -0.061
O -8.43 -2.69 -9.83 0.000
C -7.69 -2.62 -8.70 -0.547
O -7.93 -2.01 -7.63 0.083
O -6.64 -3.41 -8.88 0.004
C -5.86 -3.87 -7.80 -0.048
H -10.35 -2.16 -10.56 0.093
H -9.21 -0.92 -10.34 0.096
H -9.98 -1.66 -8.89 0.094
H -5.38 -3.03 -7.30 0.092
H -4.99 -4.51 -7.98 0.093
H -6.48 -4.38 -7.06 0.100
C -9.43 4.56 -7.40 -0.090
O -8.35 4.29 -6.58 -0.009
C -7.18 3.95 -7.17 -0.507
O -6.93 4.13 -8.40 0.063
O -6.42 3.41 -6.21 0.006
C -5.06 3.03 -6.44 -0.037
H -10.30 4.75 -6.78 0.098
H -9.63 3.82 -8.17 0.100
H -9.25 5.47 -7.98 0.094
H -4.97 2.35 -7.29 0.093
H -4.71 2.39 -5.63 0.090
H -4.31 3.82 -6.56 0.097
C 12.89 -3.82 -1.15 -0.027
O 11.97 -4.27 -2.17 -0.013
C 10.66 -4.00 -2.12 -0.468
O 10.06 -3.48 -1.16 0.086
O 10.08 -4.50 -3.33 -0.037
C 8.78 -4.17 -3.67 -0.096
H 12.84 -4.47 -0.28 0.094
H 12.69 -2.82 -0.77 0.094
H 13.88 -3.85 -1.60 0.094
H 8.14 -4.08 -2.79 0.089
H 8.31 -4.85 -4.38 0.093
H 8.72 -3.19 -4.13 0.091
C -3.61 -6.96 12.31 -0.009
O -2.76 -6.61 11.16 -0.003
C -2.39 -5.36 10.90 -0.629
O -2.87 -4.32 11.40 0.073
O -1.49 -5.45 10.00 0.033
C -1.10 -4.31 9.25 -0.027
H -4.08 -7.94 12.24 0.090
H -4.41 -6.25 12.50 0.086
H -2.97 -6.85 13.19 0.093
H -1.95 -3.82 8.76 0.102
H -0.35 -4.41 8.47 0.093
H -0.62 -3.62 9.95 0.098
C 2.74 -10.96 -5.86 -0.060
O 2.25 -10.51 -4.61 -0.018
C 1.85 -9.23 -4.35 -0.545
O 1.95 -8.36 -5.18 0.120
O 1.30 -9.16 -3.13 0.006
C 0.65 -8.02 -2.67 -0.069
H 2.75 -12.05 -5.96 0.090
H 3.79 -10.73 -6.04 0.092
H 2.13 -10.57 -6.67 0.095
H 1.38 -7.21 -2.69 0.097
H 0.20 -8.07 -1.68 0.096
H -0.18 -7.64 -3.27 0.096
C 6.03 0.50 -11.12 -0.039
O 5.12 -0.49 -10.67 -0.011
C 3.86 -0.49 -11.08 -0.512
O 3.41 0.32 -11.93 0.068
O 3.14 -1.35 -10.30 -0.020
C 1.77 -1.43 -10.34 -0.075
H 6.95 0.31 -10.57 0.094
H 5.60 1.49 -10.93 0.101
H 6.33 0.39 -12.16 0.096
H 1.36 -0.44 -10.18 0.098
H 1.52 -2.07 -9.49 0.099
H 1.39 -1.83 -11.28 0.100
C 5.39 -3.97 9.53 -0.045
O 5.51 -2.83 8.71 -0.009
C 5.73 -2.96 7.41 -0.646
O 6.09 -4.02 6.92 0.106
O 5.27 -1.92 6.83 0.044
C 5.21 -1.84 5.38 -0.014
H 4.41 -4.42 9.41 0.099
H 5.53 -3.75 10.59 0.092
H 6.21 -4.64 9.27 0.093
H 4.61 -0.98 5.09 0.090
H 4.75 -2.65 4.81 0.094
H 6.17 -1.72 4.87 0.095
C 11.30 4.03 -6.19 -0.029
O 10.26 4.08 -5.22 -0.002
C 9.89 3.06 -4.45 -0.467
O 10.31 1.89 -4.45 0.082
O 8.86 3.44 -3.51 -0.063
C 8.18 2.48 -2.72 -0.070
H 11.72 3.03 -6.31 0.095
H 11.99 4.83 -5.89 0.098
H 10.94 4.29 -7.18 0.091
H 7.13 2.72 -2.59 0.088
H 8.54 2.56 -1.69 0.088
H 8.37 1.51 -3.18 0.088
C 4.65 6.92 3.13 -0.011
O 3.30 6.68 2.66 0.014
C 3.00 6.62 1.40 -0.589
O 3.73 7.03 0.44 0.054
O 1.72 6.39 1.34 0.015
C 0.98 6.18 0.18 -0.054
H 5.37 6.61 2.37 0.094
H 4.90 6.54 4.12 0.091
H 4.76 8.00 3.26 0.093
H -0.07 6.44 0.23 0.091
H 1.04 5.14 -0.16 0.103
H 1.23 6.96 -0.54 0.098
C -3.09 -9.16 3.90 -0.010
O -3.38 -10.38 3.14 -0.033
C -4.37 -10.49 2.21 -0.516
O -5.03 -9.52 1.80 0.067
O -4.34 -11.75 1.66 -0.011
C -5.14 -11.95 0.44 -0.028
H -3.13 -9.42 4.95 0.090
H -3.82 -8.37 3.73 0.086
H -2.10 -8.85 3.55 0.093
H -4.63 -11.74 -0.50 0.087
H -5.98 -11.28 0.32 0.085
H -5.43 -13.00 0.40 0.090
```

Computed properties:
orbital gap	10.56	eV
energy	-149602.825	eV
largest force on an atom	6.1	eV/A
HOMO level	-10.47	eV
LUMO level	0.09	eV